Entry 1:
{
  "formula": "C40H27BrN8OReS",
  "method": "ωB97M-V/def2-TZVPD",
  "species": ["Re", "Br", "S", "O", "N", "N", "N", "N", "N", "N", "N", "N", "C", "C", "C", "C", "C", "C", "C", "C", "C", "C", "C", "C", "C", "C", "C", "C", "C", "C", "C", "C", "C", "C", "C", "C", "C", "C", "C", "C", "C", "C", "C", "C", "C", "C", "C", "C", "C", "C", "C", "C", "H", "H", "H", "H", "H", "H", "H", "H", "H", "H", "H", "H", "H", "H", "H", "H", "H", "H", "H", "H", "H", "H", "H", "H", "H", "H", "H"],
  "coordinates": [[-0.04610, -0.28923, -1.04696], [6.49410, 2.91269, -2.27167], [-0.67526, -2.20141, -2.03717], [1.17100, 0.14425, -2.51321], [-2.56920, -1.42390, -0.01350], [-0.47074, 0.69613, 8.09179], [-0.29385, -0.47144, 1.12713], [1.83099, -1.09881, -0.17273], [4.38849, -1.16402, 0.89746], [-1.74423, 0.59705, -1.44915], [-4.61017, 0.57178, 0.09898], [0.34233, 1.73140, -0.60739], [3.35562, -0.70675, 1.59911], [-2.90913, -0.07453, -2.04928], [-0.12775, -4.42399, -3.36068], [2.19577, -3.55495, -4.60635], [2.57927, 1.79052, -1.44966], [4.79885, 2.11852, -2.33490], [1.74565, -4.85726, -4.79776], [2.06858, -0.70262, 1.08930], [-4.31320, 0.59907, -2.00010], [0.35031, -3.13117, -3.12431], [-2.68988, -0.57250, 0.96523], [-0.88300, 3.72256, 0.29209], [-1.31939, 1.09922, 5.89069], [-1.52578, -0.20042, 3.15982], [-3.45111, -1.23994, -1.12368], [1.50939, -2.69557, -3.76802], [2.84923, -1.61881, -0.85345], [3.84204, 2.43204, -1.41211], [-4.74752, -0.45920, -0.94893], [-1.47430, -0.42426, 1.79483], [-4.43085, 1.68432, -0.93048], [0.85067, -0.15785, 3.20926], [2.30608, 0.83082, -2.44818], [1.50533, 2.31317, -0.69332], [-0.39573, 0.21206, 5.35001], [4.12544, -1.66104, -0.30040], [-0.36044, -0.03550, 3.89526], [0.57872, -5.28588, -4.18321], [0.40013, -0.16034, 7.56672], [0.48682, -0.43153, 6.20939], [-1.95537, 1.85018, -0.83436], [4.49515, 1.21684, -3.37534], [0.84773, -0.38801, 1.85386], [-1.30770, 1.30961, 7.26138], [-2.10735, 4.34362, 0.41127], [-3.20326, 2.47533, -0.66838], [-3.26117, 3.71253, -0.06146], [-0.81827, 2.47740, -0.33019], [3.27247, 0.60010, -3.44274], [-3.68197, 0.42410, 1.07131], [4.94652, -2.09122, -0.85906], [5.23948, 1.01890, -4.13502], [2.64842, -1.98974, -1.84866], [-3.56189, 1.24528, 1.76601], [-1.05091, -4.74692, -2.89705], [-5.69895, -0.98111, -0.92943], [-2.00451, 2.00572, 7.71249], [1.81956, -1.66748, -3.66587], [-3.58069, -2.16728, -1.67585], [-2.48834, -0.20591, 3.65306], [1.78206, -0.08000, 3.75051], [-2.01882, 1.63683, 5.26391], [1.06183, -0.65755, 8.26528], [-5.32343, 2.30082, -1.01105], [1.61957, 3.31589, -0.28786], [4.03408, 3.17874, -0.65226], [0.00332, 4.20249, 0.68373], [-2.17796, 5.30987, 0.88974], [3.56831, -0.33133, 2.59102], [1.20564, -1.15415, 5.84601], [-2.63716, -0.42258, -3.04183], [2.29754, -5.53019, -5.43939], [3.03904, -0.07472, -4.25369], [-4.22542, 4.18448, 0.07750], [-4.80641, 0.76499, -2.95118], [3.08205, -3.21071, -5.12270], [0.20964, -6.28745, -4.35419]],
  "forces_ev_per_a": [[-0.356, -0.460, -0.328], [0.050, 0.034, 0.007], [-0.137, 0.368, -0.150], [0.149, 0.101, -0.009], [-0.204, -0.160, -0.017], [0.010, -0.032, -0.111], [0.005, 0.043, 0.071], [0.201, -0.005, 0.031], [-0.081, -0.004, 0.021], [-0.024, -0.014, 0.210], [-0.156, -0.042, 0.119], [0.108, 0.254, 0.238], [0.066, -0.053, -0.018], [0.059, 0.041, 0.005], [0.039, -0.007, 0.009], [-0.022, -0.059, -0.031], [0.164, 0.001, 0.076], [-0.068, -0.070, -0.073], [0.031, 0.035, 0.000], [-0.162, 0.021, 0.029], [-0.015, -0.028, 0.005], [0.157, -0.248, 0.243], [0.111, 0.097, 0.105], [-0.008, -0.053, -0.029], [0.002, -0.052, 0.002], [-0.024, -0.017, -0.042], [0.099, -0.004, 0.063], [-0.098, 0.162, -0.056], [-0.016, 0.031, -0.087], [-0.091, -0.047, -0.012], [0.065, 0.010, -0.034], [-0.020, 0.091, 0.046], [0.005, 0.000, 0.001], [-0.040, -0.009, 0.007], [-0.092, -0.040, -0.140], [-0.050, 0.072, -0.042], [-0.010, 0.021, -0.058], [0.005, -0.013, -0.010], [0.039, -0.015, 0.050], [-0.022, 0.016, 0.010], [0.022, -0.007, 0.090], [0.002, 0.042, -0.035], [-0.044, -0.106, -0.179], [0.042, 0.058, 0.042], [0.048, -0.094, -0.084], [-0.036, 0.046, 0.063], [-0.075, -0.028, -0.023], [0.013, 0.051, 0.006], [0.072, 0.056, 0.014], [0.056, 0.015, -0.011], [-0.054, 0.023, 0.071], [0.135, -0.036, -0.162], [0.019, 0.003, -0.002], [0.014, -0.003, 0.005], [0.038, 0.047, 0.087], [0.000, 0.013, 0.009], [-0.002, -0.017, 0.018], [-0.029, 0.041, -0.008], [-0.009, 0.006, 0.000], [0.014, -0.084, 0.040], [0.012, -0.006, -0.023], [-0.014, 0.002, -0.008], [0.013, -0.014, -0.005], [-0.007, 0.013, 0.001], [0.013, -0.009, 0.005], [-0.015, -0.019, 0.013], [0.031, 0.003, -0.020], [0.009, 0.005, 0.006], [0.005, 0.001, 0.014], [-0.004, 0.015, 0.006], [0.014, -0.007, 0.018], [0.011, -0.012, 0.007], [0.017, 0.050, 0.004], [-0.006, 0.002, -0.022], [0.011, 0.008, -0.032], [-0.014, 0.010, 0.001], [0.018, -0.030, -0.018], [0.009, 0.008, -0.002], [0.002, -0.013, 0.011]],
  "molar_mass_g_mol": 933.9,
  "multiplicity": 2,
  "charge": 2,
  "homo_lumo_gap_ev": [5.269, 5.731],
  "largest_force_ev_per_a": 0.67,
  "homo_energy_ev": [-12.91, -13.38]
}

---

Entry 2:
{
  "formula": "C3H4CsO4",
  "method": "ωB97M-V/def2-TZVPD",
  "species": ["Cs", "O", "O", "O", "O", "C", "C", "C", "H", "H", "H", "H"],
  "coordinates": [[-7.02348, -0.15715, -0.55676], [3.24975, -0.87670, 0.12000], [1.13378, -0.53593, 0.20265], [-2.27397, 0.19100, 0.01730], [2.51482, 1.25120, 0.22765], [2.32487, 0.06333, 0.19896], [-1.12234, -0.42288, -0.35942], [0.01234, 0.23242, -0.02607], [-1.94217, 0.97121, 0.61927], [-1.19014, -1.51158, -0.36711], [0.19122, 1.27517, -0.29351], [4.12534, -0.48008, 0.21705]],
  "forces_ev_per_a": [[0.093, 0.001, 0.001], [0.248, -0.538, 0.249], [-0.228, -0.427, -0.396], [-0.612, 2.869, 0.970], [-0.103, -0.295, 0.065], [0.305, 0.975, -0.365], [1.579, -0.107, 2.547], [0.321, -0.783, -1.739], [-1.351, -2.120, -1.838], [0.022, 0.209, -0.369], [-0.198, 0.031, 0.922], [-0.077, 0.184, -0.047]],
  "molar_mass_g_mol": 237.0,
  "charge": 1,
  "homo_lumo_gap_ev": 6.962,
  "largest_force_ev_per_a": 3.11,
  "de_lowest_kj_mol": 84.40,
  "homo_energy_ev": -11.02
}

---

Entry 3:
{
  "formula": "C32H37CsN7O5S",
  "method": "ωB97M-V/def2-TZVPD",
  "species": ["Cs", "S", "O", "O", "O", "O", "O", "N", "N", "N", "N", "N", "N", "N", "C", "C", "C", "C", "C", "C", "C", "C", "C", "C", "C", "C", "C", "C", "C", "C", "C", "C", "C", "C", "C", "C", "C", "C", "C", "C", "C", "C", "C", "C", "C", "C", "H", "H", "H", "H", "H", "H", "H", "H", "H", "H", "H", "H", "H", "H", "H", "H", "H", "H", "H", "H", "H", "H", "H", "H", "H", "H", "H", "H", "H", "H", "H", "H", "H", "H", "H", "H", "H"],
  "coordinates": [[-0.05317, 0.81646, 1.92276], [-3.58017, 0.25042, 2.12078], [1.99292, 1.32993, 3.55282], [1.68957, -0.02624, 3.97861], [3.61609, 1.93290, -1.40809], [-0.85746, 3.91652, 1.85223], [1.65470, 2.97797, 0.55191], [-4.23446, 0.32189, -0.55459], [-3.09371, 1.02115, -0.77744], [2.36390, -1.12961, 1.93057], [-0.75498, 2.00571, -1.84871], [4.82660, -9.32921, -0.12786], [-5.44549, -1.03566, 0.78425], [0.52795, -1.37202, -0.24317], [-0.17845, -2.37122, -2.18674], [1.38519, 4.23417, 1.14338], [-6.40629, -1.27673, -0.26716], [2.56433, -4.47672, 0.39910], [-0.26127, -1.23185, -1.25614], [-4.40497, -0.14148, 0.67252], [3.92773, 2.63297, -0.21358], [0.41346, 3.86550, -2.80034], [3.62821, 0.52403, -1.25910], [-4.42168, 2.23615, -2.48124], [4.34577, -8.29167, -0.01046], [2.60496, -0.85312, 3.37632], [2.36819, -6.84514, -0.03398], [-1.97234, 3.87028, -2.70371], [1.97895, -3.12628, 0.54231], [1.78944, -5.59597, 0.10097], [-2.24272, 4.02762, 1.57924], [0.70620, -3.23192, -1.66111], [-0.06264, 4.58967, 0.90119], [2.92361, 2.42784, 0.89809], [0.37052, 2.61479, -2.19189], [2.44081, -3.12917, 3.09138], [3.93870, -4.64572, 0.58772], [2.28260, -2.40112, 1.80742], [-3.16431, 1.88793, -1.72644], [-7.45443, -0.17351, -0.40395], [3.74194, -6.99484, 0.13440], [4.52799, -5.88689, 0.44967], [-1.92780, 2.61107, -2.10053], [-0.78813, 4.50174, -3.04983], [1.15101, -2.62208, -0.39559], [2.60449, -2.20538, 4.03165], [5.59433, -6.00778, 0.58425], [0.71885, -5.48172, -0.01051], [1.55986, 4.18103, 2.22488], [-5.86339, -1.38363, -1.20478], [1.04179, -4.16991, -2.07409], [2.39187, -4.20242, 3.21334], [-2.55888, 5.07856, 1.61573], [-4.25823, 2.11817, -3.55669], [-4.72394, 3.27245, -2.30834], [2.80702, 0.15583, -0.63806], [-5.22531, 1.58275, -2.15584], [-6.96374, 0.78096, -0.59592], [4.57427, 0.18574, -0.81610], [-0.20250, 5.67722, 0.99586], [4.54650, -3.78470, 0.83770], [-0.35020, 4.30523, -0.11915], [-8.13797, -0.39266, -1.22855], [3.27581, 2.85122, 1.84296], [-0.73327, -2.47329, -3.10693], [2.78837, 1.36532, 1.10778], [4.92299, 2.32570, 0.14152], [-2.91843, 4.35831, -2.89146], [-8.03790, -0.08152, 0.51453], [-0.88160, -0.34516, -1.34774], [-6.89932, -2.23068, -0.05756], [1.29797, 2.10399, -1.96884], [-5.73216, -1.19719, 1.73391], [-2.48536, 3.61399, 0.59461], [3.53314, 0.10417, -2.25984], [2.04217, 5.01028, 0.72626], [3.60014, -0.37804, 3.41019], [2.70481, -2.35126, 5.09628], [1.36830, 4.30354, -3.05926], [1.75946, -7.70954, -0.26273], [3.97264, 3.68646, -0.49750], [-2.77564, 3.44470, 2.32649], [-0.81383, 5.48072, -3.51404]],
  "forces_ev_per_a": [[-1.065, 0.087, -0.589], [0.030, 0.027, 0.084], [0.542, 0.240, 0.339], [0.187, -0.118, 0.060], [-0.001, -0.003, 0.024], [-0.043, -0.042, -0.086], [0.073, -0.062, 0.083], [-0.072, -0.158, 0.274], [-0.033, 0.193, -0.148], [0.056, -0.090, 0.157], [-0.040, -0.073, -0.028], [0.001, 0.007, -0.001], [-0.081, -0.103, 0.079], [-0.364, 0.001, -0.112], [-0.055, 0.016, -0.082], [0.045, -0.035, 0.016], [-0.043, 0.037, -0.005], [0.211, -0.081, 0.000], [0.124, 0.022, 0.134], [0.068, 0.090, -0.371], [0.040, -0.027, -0.035], [0.057, -0.092, 0.022], [-0.003, 0.047, -0.007], [0.054, -0.066, -0.008], [0.006, -0.002, 0.008], [0.199, -0.133, 0.018], [0.016, -0.055, -0.009], [0.007, 0.047, -0.023], [-0.106, 0.195, -0.009], [-0.101, 0.057, 0.001], [0.060, -0.017, -0.074], [-0.009, 0.058, -0.018], [-0.006, 0.052, 0.025], [-0.126, 0.023, 0.027], [0.000, 0.164, -0.065], [0.003, -0.152, 0.020], [-0.032, 0.035, 0.019], [-0.032, 0.021, -0.099], [-0.054, 0.125, 0.026], [0.043, -0.032, -0.008], [-0.030, 0.054, -0.001], [0.032, -0.043, -0.003], [0.220, -0.161, 0.183], [-0.039, 0.016, -0.048], [0.232, -0.063, 0.153], [0.026, -0.005, 0.005], [0.000, 0.002, 0.002], [0.016, -0.009, 0.015], [-0.003, 0.014, 0.005], [0.016, -0.006, -0.005], [0.001, 0.023, 0.025], [0.004, 0.018, -0.008], [-0.026, -0.004, 0.029], [-0.060, 0.030, -0.003], [-0.001, -0.006, 0.035], [-0.005, -0.003, -0.001], [0.006, -0.014, -0.042], [-0.001, -0.021, -0.003], [0.003, 0.003, -0.003], [0.016, 0.002, 0.031], [0.000, -0.005, 0.000], [0.012, -0.021, 0.025], [-0.018, 0.029, 0.010], [0.096, 0.036, -0.051], [0.010, 0.004, 0.003], [-0.047, 0.037, -0.007], [-0.003, 0.003, 0.028], [-0.012, -0.038, 0.006], [-0.018, 0.010, -0.008], [-0.045, -0.027, -0.090], [0.020, 0.002, 0.004], [-0.004, -0.062, 0.031], [0.022, -0.002, 0.033], [0.018, -0.014, -0.001], [-0.001, -0.013, 0.003], [-0.029, 0.003, -0.062], [0.022, -0.053, 0.053], [-0.002, 0.019, 0.000], [-0.018, 0.035, 0.000], [-0.002, 0.004, 0.002], [0.020, 0.008, 0.002], [0.001, 0.010, 0.009], [0.013, 0.004, 0.004]],
  "molar_mass_g_mol": 764.7,
  "charge": -1,
  "homo_lumo_gap_ev": 5.152,
  "largest_force_ev_per_a": 1.22,
  "de_lowest_kj_mol": 30.88,
  "homo_energy_ev": -4.16
}

---

Entry 4:
{
  "formula": "C17H16N4O3S",
  "method": "ωB97M-V/def2-TZVPD",
  "species": ["S", "O", "O", "O", "N", "N", "N", "N", "C", "C", "C", "C", "C", "C", "C", "C", "C", "C", "C", "C", "C", "C", "C", "C", "C", "H", "H", "H", "H", "H", "H", "H", "H", "H", "H", "H", "H", "H", "H", "H", "H"],
  "coordinates": [[0.21580, 1.19989, 0.65879], [3.99160, 1.76094, -0.37861], [1.29671, 4.03677, -1.30201], [1.32362, 3.87854, 0.94039], [0.10644, -3.09914, -0.83714], [1.28579, -1.11501, -0.24706], [2.55715, -0.73115, -0.17481], [2.48044, -2.84639, -0.91779], [-2.25373, -3.24625, -0.68633], [-3.31794, -5.40289, -0.85039], [1.39689, 3.39565, -0.29572], [1.06292, 5.28071, 1.07740], [1.63257, 1.88730, -0.26733], [0.15914, -0.45436, 0.06251], [-2.17600, -4.63994, -0.70860], [1.23885, -2.44975, -0.70520], [-3.49963, -2.63618, -0.82742], [-0.42553, 5.57428, 0.97375], [3.07741, 1.43976, 1.81390], [-4.55344, -4.78822, -0.98000], [-4.63869, -3.40558, -0.97420], [-1.01750, -2.47556, -0.53008], [3.22540, -1.79247, -0.59008], [-1.02508, -1.13884, -0.06883], [3.03054, 1.63742, 0.32868], [4.11223, 1.42761, 2.14342], [-0.97560, 4.99139, 1.70867], [1.59876, 1.52719, -1.29727], [-3.24670, -6.48020, -0.86141], [-0.60011, 6.63092, 1.15338], [4.29451, -1.78948, -0.64852], [-1.20596, -5.10080, -0.61122], [2.60327, 0.50130, 2.08695], [1.45152, 5.54212, 2.06336], [-5.44719, -5.38390, -1.09126], [1.61589, 5.81807, 0.30107], [2.53516, 2.24953, 2.29873], [-3.58397, -1.56042, -0.85044], [-5.59839, -2.92344, -1.08812], [-0.78677, 5.32212, -0.02018], [-1.94041, -0.64154, 0.19904]],
  "forces_ev_per_a": [[-0.027, -0.229, 0.014], [0.137, 0.204, -0.112], [-0.010, 0.119, -0.010], [-0.001, -0.125, 0.369], [-0.723, -0.463, -0.157], [-0.244, -1.562, -0.506], [0.491, 0.618, 0.245], [0.006, -0.757, -0.279], [-0.514, -0.328, -0.058], [-0.039, -0.040, -0.003], [-0.046, -0.363, -0.539], [-0.166, 0.582, -0.072], [-0.163, 0.073, -0.292], [-0.400, 0.544, 0.082], [0.026, 0.158, 0.032], [0.495, 0.967, 0.335], [0.214, -0.046, 0.037], [0.332, -0.250, -0.035], [0.350, -0.066, 0.151], [-0.023, 0.020, -0.013], [-0.135, -0.010, -0.002], [0.662, 0.176, 0.058], [-0.414, 0.135, 0.084], [0.279, 0.133, 0.026], [-0.114, 0.181, 0.338], [0.063, 0.030, -0.011], [-0.076, 0.000, 0.080], [0.091, 0.154, 0.170], [0.015, -0.085, 0.007], [-0.048, 0.119, 0.025], [0.272, 0.084, 0.000], [0.059, -0.066, 0.000], [-0.028, 0.015, 0.028], [-0.001, -0.039, -0.142], [-0.070, -0.046, -0.011], [-0.021, -0.081, 0.182], [-0.002, 0.008, 0.080], [-0.003, 0.110, 0.008], [-0.067, 0.036, -0.016], [-0.055, 0.021, -0.061], [-0.100, 0.072, -0.033]],
  "smiles": "CCOC(=O)[C@H](Sc1cc(-c2ccccc2)nc2ncnn12)C(C)=O",
  "molar_mass_g_mol": 356.4,
  "homo_lumo_gap_ev": 8.559,
  "largest_force_ev_per_a": 1.66,
  "de_lowest_kj_mol": 220.60,
  "homo_energy_ev": -8.99
}

---

no.,energy (hartree)
1,-5103.72367
2,-437.56724
3,-2419.27520
4,-1500.35689